# C44H117N7O13

11 unconnected molecules or ions with the total composition C44H117N7O13 at a distorted geometry (the ωB97M-V functional and the def2-TZVPD basis, the OMol25 dataset).

For the energy above the lowest of the compared OMol25 structures with the same formula, charge and spin, the calculation gives 106.35 kcal/mol. The value obtained for the orbital gap is 8.5950 eV.

Each line ends with the Löwdin charge.
Geometry (Å):
C1 -5.4983 19.9919 5.6564  -0.118
O1 -4.6912 20.2709 4.5132  -0.184
C2 -5.1433 21.4879 3.9023  -0.193
C3 -4.3170 21.7124 2.6386  -0.442
C4 -2.8362 21.4659 2.6433  -0.068
N1 -4.5922 23.0918 2.1404  0.031
H1 -6.5688 20.1713 5.5566  0.084
H2 -5.1844 20.4673 6.5856  0.080
H3 -5.2526 18.9552 5.8864  0.083
H4 -6.1805 21.4702 3.5676  0.121
H5 -4.9608 22.3057 4.5994  0.129
H6 -4.6353 21.0681 1.8191  0.123
H7 -2.3207 22.2815 3.1504  0.080
H8 -2.5147 21.3643 1.6068  0.077
H9 -2.5396 20.6071 3.2455  0.074
H10 -5.5814 23.2558 2.0184  0.059
H11 -4.1680 23.1868 1.2288  0.064
C5 -3.1516 18.5102 -10.4494  -0.089
O2 -2.7025 18.1651 -11.7732  -0.188
C6 -3.3715 18.8607 -12.8009  -0.221
C7 -2.6947 18.3684 -14.0922  -0.437
C8 -1.2514 18.8513 -14.2319  -0.077
N2 -3.4273 18.7770 -15.2871  0.026
H12 -3.0925 19.5781 -10.2392  0.086
H13 -2.5171 17.9588 -9.7554  0.083
H14 -4.1332 18.0942 -10.2223  0.081
H15 -4.4167 18.5613 -12.8791  0.119
H16 -3.3699 19.9500 -12.7607  0.124
H17 -2.6866 17.2803 -14.0285  0.139
H18 -1.0818 19.9233 -14.1306  0.078
H19 -0.7953 18.5237 -15.1660  0.071
H20 -0.5942 18.3639 -13.5118  0.071
H21 -3.1946 19.7552 -15.3828  0.066
H22 -3.1184 18.2257 -16.0750  0.069
C9 -9.3013 26.0823 1.6025  -0.082
O3 -8.1739 25.6760 0.7607  -0.198
C10 -8.0211 26.4458 -0.4327  -0.171
C11 -9.1747 25.9600 -1.4004  -0.435
C12 -9.0104 24.4930 -1.8619  -0.061
N3 -9.1424 26.7040 -2.6465  0.014
H23 -9.0075 26.9909 2.1280  0.081
H24 -9.4054 25.3456 2.3991  0.083
H25 -10.2992 26.2170 1.1851  0.074
H26 -8.0144 27.5309 -0.3295  0.119
H27 -7.1090 26.0940 -0.9149  0.122
H28 -10.1169 26.1631 -0.8914  0.112
H29 -9.7248 24.1384 -2.6048  0.067
H30 -9.0831 23.7910 -1.0312  0.073
H31 -8.0888 24.3337 -2.4218  0.075
H32 -9.4062 27.6376 -2.3655  0.066
H33 -9.9326 26.3656 -3.1768  0.066
C13 4.2978 14.6327 0.1989  -0.101
O4 3.1156 15.3209 0.6142  -0.188
C14 2.2871 15.8882 -0.3757  -0.198
C15 1.1492 16.7945 0.2111  -0.441
C16 0.0568 15.9710 0.8225  -0.077
N4 0.6078 17.6220 -0.8571  0.026
H34 4.9462 15.1155 -0.5321  0.078
H35 4.0248 13.7058 -0.3053  0.081
H36 4.9013 14.4470 1.0874  0.087
H37 2.9437 16.5695 -0.9168  0.109
H38 1.9054 15.1865 -1.1174  0.127
H39 1.5566 17.4838 0.9507  0.135
H40 -0.2896 15.1290 0.2232  0.080
H41 -0.8036 16.5895 1.0780  0.072
H42 0.3426 15.4990 1.7625  0.078
H43 0.0737 18.3430 -0.3934  0.070
H44 1.3833 18.0764 -1.3179  0.061
C17 -4.5847 30.9066 -6.0738  -0.132
O5 -4.0393 29.6845 -5.7017  -0.172
C18 -4.9538 28.6899 -5.5149  -0.244
C19 -4.1203 27.4378 -5.2669  -0.413
C20 -3.0885 27.0114 -6.3023  -0.052
N5 -5.0459 26.3162 -5.1209  0.020
H45 -3.8387 31.6998 -6.0260  0.085
H46 -5.2509 31.4018 -5.3673  0.085
H47 -4.9961 30.9388 -7.0827  0.091
H48 -5.5574 28.9728 -4.6525  0.124
H49 -5.6888 28.6940 -6.3197  0.126
H50 -3.7002 27.4784 -4.2619  0.139
H51 -2.4416 26.2448 -5.8759  0.076
H52 -2.3886 27.7394 -6.7124  0.071
H53 -3.5834 26.6934 -7.2199  0.077
H54 -5.5302 26.1546 -5.9924  0.064
H55 -5.7738 26.5072 -4.4473  0.062
C21 8.0595 21.7612 -1.2106  -0.120
O6 6.7915 22.1664 -1.7051  -0.215
C22 5.8455 21.0446 -1.8739  -0.164
C23 4.6699 21.4995 -2.8239  -0.216
N6 3.6457 22.1062 -2.0385  -0.090
C24 2.5501 22.5834 -2.8830  -0.198
C25 2.7930 23.8948 -3.6662  -0.200
O7 3.2791 23.6035 -4.9752  -0.191
C26 3.4600 24.7812 -5.7044  -0.134
H56 8.4433 20.9808 -1.8677  0.080
H57 8.0442 21.4338 -0.1710  0.084
H58 8.6960 22.6414 -1.3007  0.085
H59 5.4164 20.6412 -0.9567  0.114
H60 6.4121 20.2436 -2.3488  0.102
H61 4.2083 20.7174 -3.4266  0.122
H62 5.1624 22.2833 -3.3995  0.112
H63 4.1278 22.8975 -1.6367  0.103
H64 1.7343 22.7027 -2.1700  0.108
H65 2.1888 21.7359 -3.4655  0.118
H66 3.3929 24.5487 -3.0331  0.125
H67 1.7992 24.3040 -3.8477  0.116
H68 2.5295 25.2615 -6.0068  0.084
H69 3.8768 24.5218 -6.6776  0.086
H70 4.1415 25.4513 -5.1804  0.090
C27 -12.0001 12.5626 -2.8038  -0.133
O8 -10.6983 12.3888 -3.2451  -0.191
C28 -9.8236 13.4577 -2.9851  -0.211
C29 -8.3792 13.0770 -3.4395  -0.163
N7 -7.3789 14.1222 -3.0639  -0.086
C30 -5.9786 13.8990 -3.3625  -0.199
C31 -5.6216 14.1004 -4.8872  -0.231
O9 -4.2970 13.7815 -5.2234  -0.186
C32 -3.3809 14.8322 -4.8266  -0.084
H71 -12.0189 12.5486 -1.7140  0.090
H72 -12.7608 11.8164 -3.0332  0.084
H73 -12.4057 13.4443 -3.3000  0.086
H74 -9.7969 13.7836 -1.9453  0.119
H75 -10.2570 14.2989 -3.5261  0.112
H76 -8.1922 12.6795 -4.4371  0.108
H77 -8.1467 12.2081 -2.8239  0.112
H78 -7.6426 15.0136 -3.4586  0.098
H79 -5.7870 12.8664 -3.0708  0.117
H80 -5.3302 14.5086 -2.7332  0.104
H81 -5.8199 15.1469 -5.1189  0.106
H82 -6.2903 13.5815 -5.5740  0.115
H83 -3.3178 14.8266 -3.7385  0.074
H84 -3.7629 15.8061 -5.1327  0.082
H85 -2.3519 14.6758 -5.1504  0.086
C33 -9.0417 24.1064 -8.3461  -0.084
C34 -7.9984 23.0296 -8.4640  -0.480
C35 -8.1712 22.0128 -9.5445  -0.055
O10 -6.8846 23.9169 -8.6908  -0.080
H86 -9.1192 24.6440 -9.2911  0.086
H87 -8.8990 24.8673 -7.5788  0.080
H88 -10.0160 23.7596 -8.0016  0.073
H89 -7.9026 22.5047 -7.5135  0.138
H90 -7.4924 21.1600 -9.5418  0.080
H91 -7.9813 22.4400 -10.5292  0.082
H92 -9.2012 21.6766 -9.4251  0.083
H93 -6.9993 24.3300 -9.5498  0.076
C36 -4.8606 20.6948 -3.2716  -0.054
C37 -3.5403 21.4748 -3.3646  -0.498
C38 -2.9899 21.6231 -4.7692  -0.067
O11 -3.6339 22.7821 -2.8306  -0.054
H94 -4.6366 19.6303 -3.3405  0.071
H95 -5.5742 20.9451 -4.0566  0.073
H96 -5.3502 20.8018 -2.3036  0.074
H97 -2.8040 20.8868 -2.8167  0.131
H98 -2.8961 20.6007 -5.1352  0.077
H99 -2.0150 22.0974 -4.8824  0.080
H100 -3.6620 22.1476 -5.4485  0.080
H101 -3.9909 23.3297 -3.5336  0.074
C39 -11.4815 18.6200 -6.8437  -0.056
C40 -10.1846 18.3903 -6.0558  -0.507
C41 -10.1810 18.7446 -4.5398  -0.035
O12 -9.7732 17.0574 -6.1195  -0.056
H102 -11.7095 19.6576 -6.5995  0.074
H103 -12.3423 18.0636 -6.4727  0.080
H104 -11.3926 18.3628 -7.8991  0.080
H105 -9.4526 19.0052 -6.5794  0.121
H106 -10.7482 18.0090 -3.9695  0.078
H107 -10.7006 19.7027 -4.5525  0.067
H108 -9.2078 18.8624 -4.0632  0.073
H109 -10.0922 16.7121 -6.9565  0.081
C42 -6.0836 15.3837 2.7645  -0.072
C43 -7.5422 15.7001 2.6020  -0.486
C44 -7.7305 17.0293 1.8694  -0.064
O13 -8.1117 14.6955 1.7583  -0.064
H110 -5.5326 16.1322 3.3339  0.077
H111 -5.5550 15.3457 1.8120  0.080
H112 -5.9122 14.4409 3.2840  0.080
H113 -8.0859 15.8033 3.5410  0.137
H114 -8.6794 17.0507 1.3335  0.078
H115 -6.9202 17.1359 1.1481  0.078
H116 -7.7876 17.8241 2.6131  0.074
H117 -7.8138 14.8364 0.8566  0.079

Forces on the atoms, in the same order (eV/Å):
1.11 -1.12 0.41
-1.67 0.87 0.24
1.83 -0.35 -0.52
-0.72 0.60 -1.43
0.56 0.37 1.18
0.48 -0.15 0.69
-0.01 -0.15 -0.47
0.27 0.87 -0.17
-0.63 -0.29 -0.16
-0.32 -0.25 0.44
-0.20 0.27 0.03
-0.74 -0.75 0.40
0.13 0.36 -0.31
0.33 0.04 0.17
-0.30 -0.37 -0.39
-0.19 -0.08 -0.04
0.04 0.13 -0.14
0.51 -0.98 -0.31
-0.39 0.97 1.17
0.05 -1.11 -1.27
0.60 0.40 -0.25
1.01 -0.86 0.63
-0.78 -0.05 0.91
-0.08 0.05 -0.13
0.37 0.25 -0.09
-0.46 0.35 -0.39
-0.27 -0.09 0.22
0.41 0.27 0.48
-0.08 -0.06 -0.04
-0.40 0.14 -0.03
-0.37 0.13 -0.37
-0.10 0.13 0.47
-0.13 0.08 -0.82
0.10 0.38 -0.16
1.44 -0.06 0.57
-1.19 0.84 0.59
-1.48 -2.24 -1.19
1.00 -0.49 -0.41
-0.05 -0.28 0.76
-0.07 0.91 0.20
-0.13 0.34 -0.14
0.18 -0.29 -0.25
0.29 -0.09 -0.70
-0.08 0.09 0.38
0.27 0.28 0.29
-0.18 -0.51 0.17
-0.69 0.52 0.13
0.26 0.00 0.03
0.46 0.30 0.48
0.07 0.62 -0.50
-0.05 0.04 -0.44
-0.74 -0.17 -0.24
0.11 -0.26 0.57
0.64 1.51 -0.04
0.89 -1.04 -0.16
-0.65 -0.54 0.95
-0.08 -0.33 -0.43
-0.21 0.88 -0.03
-0.06 -0.40 0.25
-0.26 -0.11 -0.02
0.05 0.28 -0.54
-0.28 -0.39 0.19
0.48 -0.44 0.45
0.04 0.26 -0.50
-0.13 0.08 -0.14
0.39 0.16 0.10
-0.21 0.23 -0.25
0.02 0.29 -0.17
0.56 1.70 0.10
1.28 2.01 -0.52
0.21 -0.02 0.44
-1.37 -0.87 0.37
0.41 0.56 -0.45
-0.27 -0.94 -0.13
0.82 -0.43 -0.45
-0.97 -0.88 0.34
-0.27 -0.34 -0.06
-0.21 -0.50 0.61
0.10 -0.75 -0.66
0.53 0.65 -0.16
-0.39 -0.34 -0.16
-0.17 0.68 0.63
-0.22 -0.61 0.15
-0.04 -0.16 -0.27
-0.02 0.14 0.27
-0.43 0.40 -0.60
-1.48 -1.05 0.33
0.16 0.43 -1.32
2.16 0.08 1.00
-0.43 0.18 0.02
-0.13 0.16 1.13
-1.53 -1.99 -0.49
0.49 0.01 0.81
0.33 -0.12 -0.98
0.27 -0.24 0.14
-0.12 -0.13 0.07
0.07 -0.08 0.10
0.21 0.38 0.41
0.04 -0.18 -0.13
0.54 -0.16 -0.07
0.01 -0.33 -1.00
-0.41 0.38 0.56
-0.27 0.68 -0.11
0.29 0.21 -0.61
0.37 0.32 -0.39
-0.12 0.62 0.42
-0.39 0.30 0.64
0.44 -0.20 0.15
-0.09 0.32 -0.08
-0.67 0.65 0.47
0.81 -1.83 -0.39
0.28 0.47 -1.22
0.79 -0.03 1.28
-1.05 0.49 0.10
-0.18 -1.20 -1.16
-0.33 0.41 0.92
1.09 0.59 -0.17
-0.69 -0.70 0.79
-0.12 0.82 0.26
0.87 -0.83 -0.72
-0.19 0.64 0.61
0.08 -0.40 0.36
0.39 0.55 -0.31
-0.86 0.44 -0.52
0.12 -0.11 0.26
-0.30 0.15 -0.05
0.32 -0.15 -0.14
-0.17 0.24 -0.05
0.04 0.47 0.03
0.05 -0.56 0.30
-0.02 0.21 0.20
0.10 0.07 -0.25
-0.37 -0.32 -0.58
-2.36 -0.18 0.50
0.72 2.05 0.32
-0.36 -0.13 -0.51
1.85 -1.17 0.46
-0.34 -0.11 -0.12
1.08 -0.16 0.01
-0.49 -0.44 -0.67
0.55 0.28 0.16
0.03 0.02 0.66
-0.54 0.29 -0.13
-0.03 -0.36 -0.55
-0.10 -0.09 -0.10
0.29 -0.25 -0.09
0.02 0.45 -0.48
-0.23 -1.23 -0.68
-0.10 -0.01 0.84
-0.02 -0.13 -0.27
0.01 0.15 -0.05
0.15 0.37 0.04
0.12 0.40 0.50
0.13 -0.05 -0.49
0.00 0.02 0.59
-0.31 0.06 0.09
-0.09 0.30 -0.01
-0.17 0.18 1.60
0.30 -0.20 0.58
-0.95 0.57 -1.36
0.22 -1.17 -0.37
-0.27 0.25 -0.92
0.12 -0.31 0.29
0.25 0.51 -0.04
0.36 0.32 0.12
-0.13 0.05 -0.13
0.00 0.19 0.79
0.10 -0.08 -0.47
0.19 -0.32 -0.07
0.93 0.02 0.88
-0.02 0.63 -1.81
-0.13 0.03 0.46
-0.67 -0.67 0.85
-0.18 0.26 0.19
-0.28 -0.13 -0.25
-0.18 -0.12 -0.10
-0.07 -0.81 0.01
-0.05 -0.16 0.05
0.02 0.47 0.04
0.48 0.37 -0.29
0.15 0.11 -0.06